Entry 1:
Molecular formula: C39H44GeN8O2STi
Method: DFT, ωB97M-V/def2-TZVPD

The calculated total energy comes out at -147638.6168 eV. The energy relative to the best compared isomer or geometry (same formula, charge and spin) is 0.347 eV.

Geometry (Å):
1 Ti -0.162187 -0.172317 -0.197602
2 C 0.120196 -2.464335 3.867386
3 N 1.099746 -1.698281 3.110097
4 C 2.004399 -0.965390 3.973930
5 C 1.718791 -2.482399 2.095955
6 C 2.950110 -3.101078 2.293548
7 C 3.522095 -3.892399 1.306983
8 C 2.854858 -4.089431 0.108970
9 C 1.633213 -3.467251 -0.103417
10 C 1.066405 -2.650691 0.866635
11 N -0.146491 -1.944207 0.609258
12 C -1.354244 -2.643989 0.698028
13 C -1.486233 -4.030366 0.695702
14 C -2.752314 -4.601352 0.739982
15 C -3.887697 -3.811370 0.798455
16 C -3.758246 -2.426223 0.849821
17 C -2.501738 -1.852258 0.813577
18 N -2.244176 -0.431837 0.953314
19 C -1.867188 -0.144389 2.365575
20 C -3.404541 0.392983 0.615965
21 H 0.591374 -3.245999 4.483114
22 H -0.434253 -1.796272 4.530340
23 H -0.591103 -2.941624 3.192667
24 H 2.742004 -0.442111 3.367191
25 H 2.524603 -1.599747 4.708495
26 H 1.432374 -0.221477 4.532109
27 H 3.467666 -2.961519 3.233894
28 H 4.481290 -4.362219 1.485425
29 H 3.284879 -4.713994 -0.663490
30 H 1.112760 -3.589810 -1.042727
31 H -0.607585 -4.657375 0.641055
32 H -2.845326 -5.679678 0.718672
33 H -4.870797 -4.261716 0.814705
34 H -4.640927 -1.806131 0.926746
35 H -2.629332 -0.549296 3.037930
36 H -0.896136 -0.586265 2.586713
37 H -1.791605 0.933372 2.490962
38 H -4.179307 0.313217 1.385921
39 H -3.090954 1.433515 0.549519
40 H -3.811861 0.074792 -0.337036
41 N -5.990442 5.228974 -2.986523
42 C -4.901920 4.450203 -2.663437
43 C -3.606162 4.979562 -2.736296
44 C -2.508728 4.197182 -2.456746
45 C -2.684751 2.868454 -2.072036
46 C -3.961148 2.322144 -2.038396
47 C -5.062894 3.104424 -2.326219
48 S -1.291126 1.836721 -1.849032
49 O -1.761397 0.435315 -1.750096
50 O -0.387903 2.151087 -2.918305
51 N -0.579491 1.906052 -0.406146
52 C -0.418467 2.998556 0.411525
53 N -0.520254 4.227497 -0.098757
54 C -0.321854 5.234419 0.745071
55 C -0.001103 5.044623 2.076181
56 C 0.072977 3.725448 2.497323
57 N -0.146396 2.699533 1.688930
58 H -5.872205 6.226694 -2.973116
59 H -6.896545 4.911403 -2.690093
60 H -3.468275 6.011339 -3.036179
61 H -1.514533 4.606779 -2.538947
62 H -4.089462 1.272739 -1.820168
63 H -6.054460 2.668943 -2.311379
64 H -0.417850 6.232361 0.329367
65 H 0.173366 5.871715 2.747667
66 H 0.305928 3.480509 3.528773
67 N 9.398845 1.766509 2.201396
68 C 8.291192 1.575140 1.961324
69 C 6.904501 1.335483 1.660901
70 C 6.015392 2.406996 1.603074
71 C 4.683038 2.176347 1.318280
72 C 4.223776 0.876076 1.086972
73 C 5.124483 -0.191140 1.146709
74 C 6.457790 0.036164 1.431491
75 C 2.844401 0.633417 0.800858
76 C 1.683058 0.373672 0.556644
77 H 6.373499 3.411722 1.780856
78 H 3.983656 2.999720 1.268932
79 H 4.763423 -1.195960 0.969267
80 H 7.157356 -0.787325 1.477180
81 C -1.593003 -0.842494 -4.406650
82 Ge 0.027236 -1.534649 -3.567757
83 C 1.431981 -1.424987 -4.927961
84 C -0.345744 -3.430162 -3.200829
85 C 0.806037 -0.733406 -1.947597
86 H -1.680957 -1.375675 -5.356771
87 H -1.540015 0.225642 -4.610439
88 H -2.478031 -1.043896 -3.805438
89 H 1.134104 -1.962365 -5.830077
90 H 2.370081 -1.847104 -4.565545
91 H 1.608708 -0.381181 -5.192509
92 H -0.899061 -3.869894 -4.032566
93 H -0.953296 -3.543577 -2.299406
94 H 0.575134 -4.002042 -3.072560
95 H 1.278367 0.209037 -2.253819
96 H 1.606620 -1.415827 -1.651294

Forces on the atoms, in the same order (eV/Å):
-0.2 -0.3 -0.5
0.0 0.0 0.0
0.0 0.0 0.0
0.0 0.0 0.0
0.0 0.0 0.1
0.0 0.0 0.0
0.0 0.0 0.0
0.0 0.0 0.0
0.0 0.0 0.0
-0.1 0.0 0.0
0.1 -0.3 -0.1
0.2 0.1 0.1
-0.1 0.0 0.0
0.0 0.0 0.0
0.0 0.0 0.0
0.0 0.0 0.0
-0.1 0.0 0.0
0.2 0.0 0.0
0.1 0.0 -0.1
0.0 0.0 0.0
0.0 0.0 0.0
0.0 0.0 0.0
0.0 0.0 0.0
0.0 0.0 0.0
0.0 0.0 0.0
0.0 0.0 0.0
0.0 0.0 0.0
0.0 0.0 0.0
0.0 0.0 0.0
0.0 0.0 0.0
0.0 0.0 0.0
0.0 0.0 0.0
0.0 0.0 0.0
0.0 0.0 0.0
0.0 0.0 0.0
0.0 0.0 0.0
0.0 0.0 0.0
0.0 0.0 0.0
0.0 0.0 0.0
0.0 0.0 0.0
0.0 0.0 0.0
0.0 0.0 0.0
0.0 0.0 0.0
0.0 0.0 0.0
-0.2 -0.1 0.1
-0.1 0.0 0.0
0.0 0.0 0.0
0.5 0.2 -0.2
0.2 0.1 0.0
-0.1 0.1 0.0
-0.6 0.0 0.4
0.3 0.0 -0.3
0.0 0.0 0.0
0.0 0.0 0.0
0.0 0.0 0.0
0.0 0.0 0.0
-0.1 0.1 0.0
0.0 0.0 0.0
0.0 0.0 0.0
0.0 0.0 0.0
0.1 0.0 0.0
0.0 0.1 -0.1
0.0 0.0 0.0
0.0 0.0 0.0
0.0 0.0 0.0
0.0 0.0 0.0
0.0 0.0 0.0
0.0 0.0 0.0
0.1 0.0 0.0
-0.1 0.0 0.0
0.1 0.0 0.0
-0.1 0.1 0.0
0.0 0.0 0.0
0.0 0.0 0.0
0.0 -0.1 0.0
0.0 0.0 0.0
0.0 0.0 0.0
0.0 0.0 0.0
0.0 0.0 0.0
0.0 0.0 0.0
0.0 0.0 0.0
0.1 -0.2 0.2
0.1 0.0 -0.1
0.0 0.0 0.0
-0.3 0.1 0.1
-0.1 0.0 0.0
0.0 0.0 0.0
0.0 0.0 0.0
0.0 0.0 0.0
0.0 0.0 0.0
0.0 0.0 0.0
0.0 0.0 0.0
0.0 0.0 0.0
0.0 0.0 0.0
0.0 0.0 0.0
0.1 0.1 0.1

=====

Entry 2:
Molecular formula: C16H32CuO8S
Method: DFT, ωB97M-V/def2-TZVPD

The calculated total energy comes out at -88961.9821 eV. Its multiplicity is 2. The expectation value of S² is 0.75. The energy relative to the best compared isomer or geometry (same formula, charge and spin) is 2.134 eV.

Geometry (Å):
1 Cu 0.840799 0.298460 -0.409200
2 S 2.666779 1.783260 -1.691580
3 O 2.633169 0.364140 -1.454740
4 O 3.852219 2.434040 -1.251860
5 O 2.722059 2.125770 -3.108610
6 O 1.464419 2.174720 -0.951700
7 C -2.008901 1.334970 -3.576560
8 C -1.504201 0.185720 -4.455050
9 C -0.433711 -0.529150 -3.572850
10 O -0.181391 0.327120 -2.454590
11 C -0.785201 1.623600 -2.724330
12 H -2.896681 1.091730 -2.992800
13 H -2.306101 2.242590 -4.101920
14 H -1.145171 0.544840 -5.419530
15 H -2.386271 -0.418170 -4.668030
16 H 0.509969 -0.622690 -4.110270
17 H -0.744481 -1.463620 -3.105620
18 H -0.082821 2.335210 -3.158330
19 H -1.026511 2.095820 -1.772030
20 C 1.773459 1.657110 3.742360
21 C 1.617269 0.222730 3.997330
22 C 1.802419 -0.597090 2.659290
23 O 1.649269 0.398850 1.702870
24 C 2.196339 1.633170 2.229830
25 H 2.570259 2.141770 4.306550
26 H 0.845159 2.159110 4.015050
27 H 0.591569 0.154620 4.359840
28 H 2.426529 -0.102420 4.651150
29 H 1.034409 -1.368900 2.608550
30 H 2.774909 -1.082470 2.577090
31 H 1.893689 2.525860 1.682460
32 H 3.273689 1.496070 2.136970
33 C 0.065049 -3.631030 0.615720
34 C 1.304579 -3.964390 -0.110380
35 C 1.528059 -2.728780 -1.002570
36 O 0.466659 -1.791790 -0.705390
37 C -0.663841 -2.525090 -0.201130
38 H 0.225349 -3.248930 1.623890
39 H -0.474731 -4.569690 0.740810
40 H 1.092019 -4.859030 -0.695640
41 H 2.162139 -4.205780 0.517660
42 H 1.650679 -3.055820 -2.035090
43 H 2.355449 -2.112300 -0.651190
44 H -1.393351 -2.861090 -0.938040
45 H -1.318991 -1.846350 0.344950
46 C -2.729431 1.462270 2.185940
47 C -3.145971 0.335940 1.219910
48 C -2.344651 0.766360 0.041730
49 O -1.064711 0.913220 0.636920
50 C -1.263521 1.648140 1.859560
51 H -3.034711 1.361980 3.227500
52 H -3.231531 2.384080 1.892280
53 H -4.199261 0.312640 0.940390
54 H -2.908931 -0.648780 1.622700
55 H -2.660621 1.708790 -0.405580
56 H -2.424901 0.050250 -0.776110
57 H -0.964071 2.680660 1.679750
58 H -0.663681 1.257750 2.681690

Forces on the atoms, in the same order (eV/Å):
1.0 1.0 -1.0
4.0 4.0 -4.6
-0.6 -5.3 1.3
1.6 0.4 3.5
-2.8 -1.0 -0.9
-3.4 0.8 2.0
0.7 0.7 0.0
-0.9 -0.3 0.3
0.0 0.6 -0.2
-0.9 1.4 -0.1
-0.2 0.2 0.8
0.2 -0.5 0.2
0.2 -0.1 -0.4
0.4 0.0 0.2
0.3 -0.5 -0.1
0.0 -0.3 -0.1
-0.1 -0.2 -0.5
0.3 -0.4 -0.5
0.0 -0.3 0.1
1.1 1.4 -1.8
0.5 -2.4 0.5
-0.4 0.9 1.8
-0.8 0.9 -1.5
-0.1 0.1 0.8
0.0 -0.1 0.1
0.1 0.4 -0.6
0.3 -1.1 0.5
-0.7 -0.4 0.7
-0.1 0.1 -0.5
0.2 0.1 0.1
-0.1 -0.5 -0.5
0.2 0.4 0.2
-2.1 0.0 1.3
0.7 0.1 -1.1
1.2 0.4 1.2
-1.2 -0.5 -0.6
0.3 -0.3 0.7
0.2 0.1 0.0
-0.6 0.3 0.1
0.3 0.1 -0.3
-0.1 0.2 0.1
-0.4 0.7 -0.2
0.6 -0.6 -0.6
0.7 -0.5 -0.8
0.6 0.2 0.7
-1.4 0.6 -0.2
-1.3 0.9 0.5
-0.2 -0.9 -0.4
1.3 -0.4 -0.7
0.4 -0.1 0.5
0.6 -0.5 0.1
-0.3 0.0 -0.2
-0.2 0.2 0.4
0.4 0.0 -0.3
-0.3 0.3 0.3
1.0 -0.2 0.0
-0.1 0.1 0.1
0.4 -0.3 -0.5

=====

Entry 3:
Molecular formula: C22H46NO7
Method: DFT, ωB97M-V/def2-TZVPD

The calculated total energy comes out at -39380.4014 eV. As for the net charge: -1.

Geometry (Å):
1 C -1.075025 1.347717 0.523685
2 C -0.632985 -0.097835 0.608983
3 O -1.088230 -0.836568 -0.503494
4 C -1.897121 -1.981915 -0.224135
5 C -1.144702 -3.273505 -0.556641
6 N -0.494791 -3.928870 0.540330
7 H -0.432213 1.837803 -0.202627
8 H -2.100561 1.443914 0.182339
9 H -0.956625 1.849269 1.477218
10 H -0.901800 -0.573582 1.546946
11 H 0.458456 -0.086720 0.569507
12 H -2.170598 -1.991727 0.827792
13 H -2.810168 -1.905755 -0.828039
14 H -1.844533 -3.910446 -1.142527
15 H -0.372963 -2.966556 -1.269362
16 H -1.224838 -4.306485 1.144212
17 C 4.158156 1.055554 0.190178
18 C 3.143140 1.247204 -0.911984
19 O 2.437370 2.226554 -0.967626
20 C 3.034180 0.127978 -1.919027
21 H 4.137504 1.913716 0.857720
22 H 3.925368 0.148141 0.751045
23 H 5.157755 0.941981 -0.234682
24 H 2.772161 -0.803095 -1.412972
25 H 3.991513 -0.018182 -2.423030
26 H 2.266412 0.368745 -2.649746
27 C 4.193341 -4.218741 1.392487
28 C 3.677880 -2.852345 0.995379
29 O 4.428966 -2.031551 0.497107
30 C 2.226401 -2.605686 1.230437
31 H 5.255928 -4.297368 1.169071
32 H 4.028139 -4.379885 2.458782
33 H 3.641707 -4.987450 0.850092
34 H 1.979859 -2.716334 2.286704
35 H 1.593937 -3.326672 0.682094
36 H 1.970670 -1.600067 0.901710
37 C -1.456557 2.473506 -4.276071
38 C -2.295581 1.904141 -3.151791
39 O -2.843313 2.629118 -2.354458
40 C -2.414021 0.404187 -3.097568
41 H -1.448898 3.558822 -4.214803
42 H -0.434524 2.099165 -4.201151
43 H -1.863172 2.162608 -5.240322
44 H -1.432871 -0.061081 -3.002639
45 H -2.893893 0.043073 -4.011174
46 H -3.007386 0.115468 -2.235019
47 C -3.762160 2.236178 4.940539
48 C -3.282543 1.489601 3.713820
49 O -2.155474 1.073734 3.617287
50 C -4.271949 1.294290 2.592100
51 H -2.952761 2.310141 5.662424
52 H -4.095763 3.237375 4.662261
53 H -4.606006 1.710830 5.390753
54 H -4.602627 2.264526 2.215084
55 H -5.151288 0.746882 2.934968
56 H -3.795085 0.738732 1.789204
57 C 9.188219 0.784874 0.334901
58 C 7.977038 0.404492 -0.492901
59 O 8.019163 0.430011 -1.700759
60 C 6.742311 0.003083 0.269389
61 H 10.012555 1.054721 -0.320512
62 H 8.946356 1.628454 0.983534
63 H 9.484763 -0.052639 0.968342
64 H 6.425867 0.828195 0.911799
65 H 6.946220 -0.860858 0.901656
66 H 5.940243 -0.255362 -0.411852
67 C -7.394534 2.075703 -0.627438
68 C -7.002986 0.636952 -0.375888
69 O -6.941922 0.181902 0.739644
70 C -6.672046 -0.196498 -1.590788
71 H -7.600307 2.568937 0.319013
72 H -6.585294 2.596832 -1.141466
73 H -8.281942 2.117663 -1.261475
74 H -5.839153 0.252574 -2.134464
75 H -7.532258 -0.240578 -2.261620
76 H -6.398110 -1.200988 -1.280487

Forces on the atoms, in the same order (eV/Å):
0.2 0.0 -0.2
0.4 0.1 -0.1
-0.2 0.2 0.1
0.2 0.0 -0.3
0.2 -0.5 0.3
0.2 0.1 0.0
-0.1 0.3 -0.2
-0.2 0.0 0.0
0.0 0.1 0.2
-0.3 -0.1 0.1
0.2 -0.1 0.1
-0.1 0.0 0.2
-0.1 0.2 -0.1
-0.2 -0.1 -0.1
0.1 0.1 -0.3
0.0 -0.1 0.0
-0.7 0.7 -0.3
0.0 -0.3 0.4
-0.1 0.3 -0.2
-0.1 0.1 0.0
-0.1 0.1 0.0
0.2 0.0 -0.2
-1.6 0.8 0.0
0.1 0.0 0.0
0.0 -0.1 0.0
0.0 0.0 0.0
0.2 0.1 -0.1
-0.1 -0.2 0.1
0.1 -0.2 0.0
0.4 0.3 -0.3
0.0 0.0 0.0
-0.1 0.0 0.0
-0.1 0.0 0.1
-0.1 -0.1 0.0
-0.3 0.0 0.3
-0.1 0.0 0.1
0.0 0.1 0.1
0.1 -0.1 -0.1
-0.2 0.1 0.0
-0.2 0.1 0.1
0.0 0.0 0.0
0.0 0.0 0.0
0.0 -0.1 0.0
0.0 0.0 0.0
0.1 0.0 -0.1
0.0 0.0 0.1
0.1 -0.1 0.0
-0.2 0.0 -0.3
0.2 0.0 0.3
0.0 0.0 0.0
0.0 0.0 0.0
-0.1 0.0 0.0
-0.1 0.0 0.0
-0.1 0.0 0.0
-0.1 0.1 0.0
0.0 0.0 0.0
0.0 0.0 -0.1
0.2 0.0 0.2
-0.1 0.0 -0.1
1.1 -0.5 -0.1
0.0 0.0 0.0
0.0 0.0 0.1
0.0 0.0 0.1
0.3 -0.2 0.1
0.1 0.0 0.1
0.7 -0.6 0.1
0.0 0.0 0.1
0.1 0.1 -0.2
-0.1 0.0 0.2
0.0 -0.1 0.1
0.0 0.0 0.0
0.0 0.0 -0.1
0.0 0.0 -0.1
0.0 0.0 0.0
0.0 0.1 0.0
0.0 0.0 0.0